19
Properties=species:S:1:pos:R:3 method="wB97M-V/def2-TZVPD" e_lumo_ev="0.47 / 0.83"
C -1.6463 -1.0333 0.9333
C -0.1923 -1.0964 0.7689
O 0.3584 -1.6723 1.8484
C 0.6548 -0.8552 -0.3920
C 1.4133 0.5017 -0.2876
C 0.6026 1.5726 -1.0202
C -0.8398 1.4515 -0.6866
H -1.9914 -1.9963 1.3336
H -2.0800 -0.7558 -0.0267
H -1.9144 -0.2744 1.6745
H 1.2320 -2.0327 1.6384
H 1.3922 -1.6736 -0.4728
H -0.0075 -0.8155 -1.2656
H 1.4865 0.7899 0.7671
H 2.4328 0.4312 -0.6786
H 0.7596 1.4347 -2.0967
H 1.0594 2.5425 -0.7508
H -1.5366 1.5652 -1.5209
H -1.1833 1.9164 0.2344

---

56
Properties=species:S:1:pos:R:3 method="wB97M-V/def2-TZVPD" total_charge=+2 e_lumo_ev=-7.40
Pb -0.1604 -3.5306 -1.0610
C 2.8829 -1.0629 -1.2432
O 1.4519 -1.1217 -1.0626
C 0.7717 0.0153 -0.8514
C 1.4112 1.2837 -0.4979
C 1.2675 2.4898 -1.3578
Br 2.8420 2.6011 -2.5063
C -1.3064 2.2177 -1.7351
C -1.6069 0.9963 -1.2352
C -0.6607 -0.1333 -0.9563
O -1.1393 -1.3298 -1.0520
C -3.0362 0.7236 -1.0375
N -3.6079 -0.4682 -0.8580
C -4.9749 -0.3269 -0.7056
C -5.9921 -1.2538 -0.5169
C -7.2734 -0.7521 -0.4264
C -7.5339 0.6232 -0.5103
C -6.5250 1.5468 -0.6888
C -5.2333 1.0452 -0.7890
N -4.0038 1.6532 -0.9909
H 3.3860 -0.8241 -0.3069
H 3.1396 -0.3393 -2.0156
H 3.1843 -2.0555 -1.5640
H 2.4535 1.1568 -0.2287
H -2.1441 2.8125 -2.0842
H -3.0703 -1.3216 -0.8535
H -5.7848 -2.3118 -0.4511
H -8.1015 -1.4324 -0.2925
H -8.5556 0.9664 -0.4392
H -6.7288 2.6061 -0.7427
H -3.8721 2.6505 -1.0500
O 0.6883 -2.3978 2.0441
C 1.5384 -3.1376 1.5717
O 1.2859 -3.8633 0.5166
C 2.9290 -3.1682 2.0984
C 3.9410 -3.8900 1.4632
C 5.2574 -3.7622 1.8755
C 5.5754 -2.9145 2.9262
C 4.5586 -2.2204 3.5649
C 3.2399 -2.3396 3.1716
N 4.8921 -1.3015 4.6646
O 3.9645 -0.7393 5.2110
O 6.0645 -1.1557 4.9233
H 3.6794 -4.5406 0.6407
H 6.0415 -4.3095 1.3722
H 6.5952 -2.7792 3.2563
H 2.4679 -1.7872 3.6885
Te 0.2363 0.8049 1.2901
C -0.0516 2.9181 -1.9411
C 0.6443 3.7562 -0.8397
C 1.0924 5.0465 -1.3827
C 0.8722 5.2058 -2.6838
S -0.0081 3.9109 -3.4626
H 0.2849 3.7239 0.1843
H 1.5674 5.7743 -0.7434
H 1.1639 6.0418 -3.2994

---

| no. | E_tot (eV) |
| --- | --- |
| 1 | -8460.350 |
| 2 | -136372.053 |